1.
The following is a quantum chemistry calculation of a structure of composition C32H30BrMnNOSb2Se3Te at a distorted geometry, from OMol25.

## Properties
Largest force on an atom in eV/Å: 2.6
Kohn-Sham gap (alpha / beta) in eV: 6.3262 / 5.8553
LUMO level (alpha / beta) in eV: -1.335 / -2.130
HOMO energy (alpha / beta) in eV: -7.66 / -7.99
Spin multiplicity: 6
ΔE to the lowest compared entry with this formula, charge and spin in kJ/mol: 226.5
Expectation value of S²: 8.987

```
72
C32H30BrMnNOSb2Se3Te the ωB97M-V functional and the def2-TZVPD basis
Mn -3.828 2.436 1.071
C -1.287 -0.292 -1.660
C 0.142 -0.040 -2.192
C 0.904 1.272 -1.835
Sb 2.153 1.290 -0.094
C 3.766 0.245 -0.927
C 3.538 -0.523 -2.121
C 4.487 -1.415 -2.559
C 5.654 -1.582 -1.869
C 5.922 -0.855 -0.717
C 4.962 0.020 -0.209
C 3.043 3.287 -0.419
C 2.599 4.297 0.476
C 3.212 5.499 0.581
C 4.317 5.747 -0.231
C 4.769 4.796 -1.102
C 4.111 3.537 -1.244
Sb -1.459 -1.249 0.322
C -3.046 -2.493 -0.381
C -3.010 -3.870 -0.257
C -4.036 -4.652 -0.738
C -5.158 -4.005 -1.241
C -5.237 -2.623 -1.289
C -4.170 -1.864 -0.925
C 0.102 -2.627 0.025
C 0.199 -3.377 -1.151
C 1.040 -4.433 -1.194
C 1.858 -4.789 -0.124
C 1.794 -4.026 1.026
C 0.903 -2.943 1.074
H -1.824 -0.975 -2.351
H -1.884 0.601 -1.543
H 0.051 -0.113 -3.239
H 0.716 -0.919 -2.114
H 0.240 2.096 -1.732
H 1.594 1.445 -2.703
H 2.658 -0.334 -2.754
H 4.329 -1.815 -3.546
H 6.389 -2.246 -2.249
H 6.788 -1.075 -0.124
H 5.161 0.549 0.764
H 1.705 4.118 1.047
H 2.754 6.230 1.265
H 4.882 6.673 -0.129
H 5.537 4.965 -1.866
H 4.447 2.830 -1.978
H -2.110 -4.323 0.235
H -4.066 -5.696 -0.478
H -6.037 -4.602 -1.488
H -6.178 -2.195 -1.622
H -4.264 -0.784 -0.943
H -0.372 -3.134 -2.034
H 1.060 -4.905 -2.158
H 2.471 -5.657 -0.141
H 2.431 -4.355 1.867
H 0.792 -2.385 2.012
Se -2.337 3.738 -0.562
Se -4.239 4.544 -1.648
Te -6.082 4.984 -0.134
Se -5.149 4.572 2.057
O -3.525 -0.362 5.819
C -3.266 0.556 4.899
C -2.226 1.475 4.904
C -1.956 2.272 3.810
N -2.624 2.059 2.663
C -3.705 1.270 2.686
Br -5.444 1.342 -0.382
C -4.070 0.459 3.734
H -3.078 -0.161 6.663
H -1.660 1.626 5.833
H -1.177 3.047 3.836
H -4.978 -0.184 3.725
```



2.
The following is a quantum chemistry calculation of the molecule C12H13N5O2S at a distorted geometry, from OMol25.

## Properties
Largest force on an atom in eV/Å: 1.8
Kohn-Sham gap in eV: 9.4825
LUMO level in eV: 0.590
Structure (SMILES): O=C(CSc1nnnn1-c1cccc(O)c1)NC1CC1
HOMO energy in eV: -8.89
ΔE to the lowest compared entry with this formula, charge and spin in kJ/mol: 125.8

```
33
C12H13N5O2S the ωB97M-V functional and the def2-TZVPD basis
O -3.343 0.354 -0.789
C -2.727 0.360 -1.832
C -1.213 0.250 -1.870
S -0.689 0.107 -0.132
C 1.006 -0.008 -0.436
N 1.548 0.035 -1.640
N 2.854 -0.090 -1.466
N 3.154 -0.208 -0.248
N 2.015 -0.164 0.474
C 2.039 -0.275 1.869
C 0.891 -0.164 2.641
C 0.995 -0.286 4.017
C 2.214 -0.513 4.624
C 3.365 -0.621 3.845
O 4.546 -0.842 4.468
C 3.275 -0.502 2.466
N -3.294 0.461 -3.051
C -4.706 0.573 -3.236
C -5.239 1.420 -4.350
C -5.349 -0.077 -4.422
H -0.875 -0.635 -2.409
H -0.745 1.134 -2.303
H -0.069 0.015 2.187
H 0.105 -0.202 4.621
H 2.301 -0.609 5.694
H 5.259 -0.894 3.820
H 4.153 -0.582 1.841
H -2.716 0.459 -3.878
H -5.213 0.564 -2.281
H -6.132 1.997 -4.172
H -4.530 1.906 -5.003
H -6.317 -0.534 -4.293
H -4.713 -0.597 -5.123
```



3.
The following is a quantum chemistry calculation of the molecule C16H20N2O5S at a distorted geometry, from OMol25.

## Properties
Largest force on an atom in eV/Å: 1.1
Kohn-Sham gap in eV: 8.6848
LUMO level in eV: 0.550
Structure (SMILES): CCOc1ccc(N(CC(=O)NCc2ccco2)S(C)(=O)=O)cc1
HOMO energy in eV: -8.13
ΔE to the lowest compared entry with this formula, charge and spin in kJ/mol: 241.8

```
44
C16H20N2O5S the ωB97M-V functional and the def2-TZVPD basis
C -4.897 -1.013 -1.004
C -4.454 -2.016 0.057
O -3.648 -1.438 1.064
C -2.314 -1.269 0.854
C -1.586 -0.777 1.938
C -0.223 -0.604 1.865
C 0.473 -0.915 0.694
N 1.877 -0.803 0.646
C 2.521 0.217 1.448
C 1.916 1.601 1.190
O 1.686 2.385 2.084
N 1.686 1.850 -0.115
C 0.867 2.977 -0.527
C -0.566 2.566 -0.618
C -1.497 2.360 0.357
C -2.662 1.896 -0.300
C -2.348 1.848 -1.622
O -1.081 2.246 -1.825
S 2.724 -1.281 -0.720
C 2.474 -3.071 -0.738
O 2.172 -0.685 -1.907
O 4.108 -1.030 -0.464
C -0.258 -1.367 -0.398
C -1.630 -1.547 -0.322
H -5.461 -0.209 -0.540
H -4.039 -0.580 -1.512
H -5.530 -1.511 -1.733
H -3.939 -2.868 -0.404
H -5.330 -2.394 0.593
H -2.119 -0.537 2.844
H 0.297 -0.220 2.726
H 3.576 0.219 1.163
H 2.452 -0.015 2.513
H 1.838 1.125 -0.804
H 1.217 3.338 -1.495
H 0.984 3.752 0.236
H -1.363 2.523 1.406
H -3.595 1.638 0.157
H -2.917 1.575 -2.489
H 1.466 -3.296 -0.415
H 2.644 -3.424 -1.748
H 3.205 -3.487 -0.058
H 0.229 -1.546 -1.342
H -2.143 -1.899 -1.202
```